Molecular formula: C31H36GeN7O3ReSe
Method: DFT, ωB97M-V/def2-TZVPD

```
80
Properties=species:S:1:pos:R:3:forces:R:3:mulliken_spin:R:1
Re -0.3248 0.2538 0.1893 -0.891 -1.545 -2.342 0.780
O -4.0157 -1.3666 3.8884 0.045 -0.002 0.021 0.000
C -2.8382 -1.4232 4.5325 -0.051 -0.027 -0.012 0.000
C -2.8782 -1.6650 5.9059 -0.015 0.010 0.020 0.000
C -1.7111 -1.7459 6.6328 0.016 -0.010 0.021 0.000
C -0.4671 -1.5856 6.0176 -0.031 0.012 -0.006 0.000
C -0.4182 -1.3364 4.6665 -0.006 -0.011 0.019 -0.001
C -1.5924 -1.2483 3.9025 0.157 0.029 -0.003 0.004
C -1.4713 -0.9529 2.4799 0.185 0.140 0.077 -0.002
O -0.2894 -0.6933 1.9776 -0.150 -0.008 0.138 0.003
N -2.5463 -0.9665 1.7244 0.003 0.057 -0.367 -0.006
N -2.2028 -0.6678 0.4219 0.096 0.385 0.820 -0.049
C -2.9716 -1.1050 -0.4964 -0.289 -0.241 -0.445 0.040
C -2.4340 -1.0770 -1.8401 -0.225 0.009 0.231 0.034
C -3.1077 -1.6235 -2.9250 0.058 -0.016 -0.240 0.016
C -2.4546 -1.6906 -4.1426 -0.123 -0.015 0.041 -0.006
C -1.1583 -1.2016 -4.2394 0.046 0.102 0.083 0.017
C -0.5715 -0.6476 -3.1154 0.199 0.179 -0.125 -0.012
N -1.1881 -0.5926 -1.9381 0.276 0.108 1.156 0.043
H -3.8420 -1.2342 2.9357 -0.011 0.011 -0.014 0.000
H -3.8469 -1.7847 6.3729 0.024 -0.013 -0.011 0.000
H -1.7634 -1.9416 7.6963 -0.001 0.013 -0.006 0.000
H 0.4436 -1.6522 6.5958 0.001 -0.009 -0.001 0.000
H 0.5292 -1.2031 4.1629 -0.008 -0.003 -0.005 0.001
H -3.8984 -1.6086 -0.2473 0.036 -0.049 -0.024 -0.006
H -4.1158 -1.9964 -2.8002 0.018 0.011 0.005 0.000
H -2.9474 -2.1149 -5.0076 -0.001 0.000 0.008 0.000
H -0.6113 -1.2398 -5.1709 0.006 0.025 0.021 0.002
H 0.4261 -0.2228 -3.1521 -0.046 -0.032 0.012 -0.004
O 1.6277 0.5293 0.2132 0.469 0.327 0.175 0.049
C 2.5441 1.1020 -0.5686 -0.340 -0.156 0.370 0.003
C 3.8845 0.7783 -0.3429 0.167 0.026 0.056 0.012
C 4.8845 1.3417 -1.1081 -0.013 -0.026 0.018 -0.007
C 4.5753 2.2471 -2.1250 -0.024 -0.030 0.017 0.014
C 3.2563 2.5758 -2.3481 -0.003 0.020 -0.031 -0.010
C 2.2299 2.0121 -1.5794 -0.134 0.142 -0.177 -0.009
C 0.8390 2.3757 -1.8051 0.077 -0.043 -0.110 0.018
N -0.2351 1.7282 -1.3711 -0.013 0.606 0.450 -0.056
C -1.3424 2.3969 -1.8713 0.065 -0.159 -0.018 0.021
C -0.9321 3.4460 -2.6143 0.080 0.043 0.019 0.009
N 0.4458 3.4209 -2.5603 -0.052 0.085 -0.110 0.000
H 4.1028 0.0846 0.4591 0.016 0.008 -0.008 0.001
H 5.9175 1.0824 -0.9146 -0.010 -0.003 0.004 0.000
H 5.3572 2.6864 -2.7283 -0.006 0.004 0.015 0.001
H 3.0213 3.2795 -3.1387 0.003 -0.039 -0.012 0.000
H -2.3427 2.0545 -1.6697 0.020 0.039 0.070 0.001
H -1.4796 4.2038 -3.1460 0.035 -0.031 -0.021 -0.001
H 1.0630 4.0935 -2.9803 0.004 0.013 0.004 0.000
C -1.1192 -4.7223 -2.2813 0.062 0.029 -0.014 0.001
N 0.0849 -4.0052 -2.6802 -0.061 -0.164 0.001 0.007
C 0.7161 -4.1618 -3.9002 -0.117 -0.024 0.083 0.001
C 1.8050 -3.3704 -3.8855 0.053 0.105 0.084 0.002
N 1.8321 -2.7446 -2.6535 0.103 0.067 -0.033 0.005
C 2.8456 -1.7939 -2.2137 -0.036 -0.118 -0.055 0.004
C 0.7773 -3.1396 -1.9076 -0.017 0.086 -0.136 0.011
Se 0.3966 -2.6076 -0.1665 0.162 -0.074 0.214 0.047
H -0.9315 -5.7939 -2.2830 0.021 -0.005 -0.005 -0.001
H -1.9293 -4.4895 -2.9701 0.002 0.001 -0.017 0.000
H -1.3844 -4.4047 -1.2771 -0.004 0.016 0.014 0.000
H 0.3427 -4.8289 -4.6573 -0.006 0.009 0.026 0.000
H 2.5622 -3.2039 -4.6313 0.005 0.001 0.033 0.001
H 3.7721 -1.9998 -2.7442 -0.005 0.007 -0.009 0.000
H 2.9937 -1.9096 -1.1436 -0.020 -0.001 0.018 -0.001
H 2.5295 -0.7700 -2.4119 0.014 -0.017 -0.020 -0.002
C -1.0080 4.1150 3.3739 -0.040 0.097 0.087 0.003
Ge 0.0938 2.8953 2.3296 -0.066 0.020 0.027 0.013
C 1.1637 1.7866 3.5123 0.081 -0.061 0.045 0.001
C 1.2443 3.9510 1.1600 0.065 0.047 -0.075 0.001
C -1.1861 1.8313 1.2491 0.140 -0.214 -0.242 -0.023
H -0.3771 4.7175 4.0309 -0.038 -0.013 -0.015 0.000
H -1.7169 3.5631 3.9923 0.001 0.018 -0.008 0.000
H -1.5652 4.7897 2.7221 -0.004 -0.020 0.024 0.000
H 1.9416 2.3983 3.9734 -0.022 -0.023 0.007 0.000
H 1.6352 0.9705 2.9647 0.009 0.017 0.019 0.001
H 0.5413 1.3663 4.3033 0.024 -0.007 -0.013 0.000
H 1.7011 4.7518 1.7447 -0.016 -0.001 -0.032 0.000
H 0.6693 4.4075 0.3503 0.024 0.002 0.019 0.001
H 2.0463 3.3481 0.7353 -0.003 0.036 -0.003 0.001
H -1.7045 2.5322 0.5938 0.035 0.128 0.102 0.004
H -1.9213 1.4166 1.9430 -0.005 0.121 0.089 0.027
```
Positions in Å, forces in eV/Å.

highest occupied orbital energy (spin up / spin down) = -9.72 / -10.19 eV
lowest unoccupied orbital energy (spin up / spin down) = -3.39 / -3.87 eV
Kohn-Sham gap (spin up / spin down) = 6.32 / 6.32 eV
spin multiplicity = 2
total charge = +1

Molecular formula: C31H36N2O2
Method: DFT, ωB97M-V/def2-TZVPD

```
71
Properties=species:S:1:pos:R:3:forces:R:3:mulliken_charge:R:1
C -2.0213 1.6697 7.0579 -0.184 -0.481 -0.141 -0.572
C -2.6058 2.9706 6.4854 0.207 0.003 0.114 -0.643
C -2.2598 2.9661 5.0063 -0.027 -0.009 -0.575 -0.663
N -1.2515 1.9436 4.8300 -0.638 0.197 1.307 0.072
C -0.6392 1.7464 3.6375 -0.042 -0.049 -0.579 1.536
C 0.6092 1.1209 3.6049 -0.248 0.304 -0.651 -0.635
C 1.1794 0.8587 2.3786 -0.382 -0.308 0.224 -1.170
C 0.4744 0.9528 1.1904 -0.420 -0.059 -0.328 -0.391
C 1.1768 0.1781 0.0264 0.956 3.399 -0.653 -0.368
C 0.3290 0.3482 -1.2665 1.349 0.099 0.780 0.552
C -0.8608 -0.3552 -1.2860 0.109 -0.298 -0.118 -0.689
C -1.5653 -0.5351 -2.4511 0.188 0.259 -0.145 -1.028
C -1.1775 0.1608 -3.6016 0.757 0.867 0.026 1.297
N -1.8773 -0.0082 -4.7619 -0.287 0.143 -0.541 0.206
C -2.6109 -1.2084 -5.0170 -0.626 -0.763 -0.192 -0.495
C -3.1859 -1.0428 -6.4437 0.432 -0.444 0.224 -0.598
C -2.9390 0.4187 -6.8411 -0.059 -0.162 0.134 -0.643
C -1.9468 0.9762 -5.8275 0.544 -0.025 0.261 -0.686
C -0.0745 1.0576 -3.5447 0.210 0.038 0.053 -0.728
C 0.7191 1.1019 -2.3836 -0.369 -0.237 -0.107 -0.603
C -0.7455 1.7295 1.2008 0.813 -0.697 0.232 -0.754
C -1.2605 2.1691 2.4315 0.564 -0.465 -0.251 -1.014
C -0.9941 1.1583 6.0342 0.289 0.348 -0.171 -0.618
H -1.5711 1.7898 8.0466 -0.135 0.045 -0.136 0.332
H -2.8169 0.9207 7.1407 0.111 0.137 0.118 0.277
H -3.6848 3.0119 6.6064 -0.029 0.097 0.211 0.310
H -2.1677 3.8423 6.9647 -0.005 0.053 0.109 0.291
H -3.1429 2.7431 4.3952 -0.086 0.025 0.045 0.281
H -1.8705 3.9361 4.6548 -0.137 -0.165 0.113 0.369
H 1.1142 0.8201 4.5018 0.174 0.150 0.322 0.341
H 2.1846 0.4883 2.3126 0.169 -0.224 0.313 0.787
H 2.1934 0.6522 -0.0600 -1.025 0.621 -0.478 0.410
H -1.2072 -0.8027 -0.3657 -0.003 -0.292 0.036 0.472
H -2.4037 -1.2075 -2.4908 -0.224 0.018 0.109 0.250
H -1.9681 -2.1146 -4.9660 -0.160 0.449 0.059 0.143
H -3.4106 -1.3769 -4.2763 0.029 0.137 -0.209 0.255
H -2.6167 -1.7011 -7.1098 -0.243 0.074 0.033 0.277
H -4.2364 -1.3460 -6.4848 0.195 0.141 -0.076 0.341
H -2.5115 0.4664 -7.8354 -0.118 0.132 -0.224 0.298
H -3.8576 0.9904 -6.8282 -0.202 0.125 -0.036 0.302
H -2.2415 1.9560 -5.4342 -0.046 -0.072 0.014 0.343
H -0.9622 1.1110 -6.2832 0.098 0.039 -0.120 0.319
H 0.2048 1.6756 -4.4298 -0.298 -0.657 0.831 0.261
H 1.6386 1.7132 -2.3586 -0.581 -0.420 0.006 0.381
H -1.3102 2.0052 0.2930 0.544 -0.441 0.417 0.371
H -2.1875 2.7518 2.4762 0.479 -0.292 -0.158 0.280
H 0.0362 1.3025 6.3829 -0.045 0.072 0.077 0.266
H -1.1071 0.0786 5.8548 -0.018 0.206 -0.128 0.298
C 1.3574 -2.8011 -4.2619 -0.736 -0.987 -0.330 -0.944
C 2.2886 -2.0663 -3.3472 0.055 -0.246 -0.584 -0.155
O 1.7275 -2.1483 -2.0351 0.153 -0.056 0.684 -0.267
C 2.4763 -1.5647 -1.0887 0.572 1.136 -0.823 -0.062
C 1.7026 -1.2509 0.2048 -0.231 -2.360 0.977 1.233
C 2.6198 -1.6257 1.4453 -0.980 0.182 -0.678 -0.624
C 3.9244 -1.1787 1.4723 0.677 0.411 0.518 -0.139
C 4.6586 -1.1308 2.6577 -0.277 -0.199 -0.385 -0.759
C 4.1069 -1.6405 3.8115 -0.467 -0.035 0.633 -0.338
C 2.8635 -2.2687 3.7819 -0.293 -0.134 -0.511 -0.660
C 2.1470 -2.3045 2.5790 -0.567 0.117 0.119 -0.165
O 3.6018 -1.1498 -1.3504 -1.448 -0.586 0.595 -0.671
H 1.6764 -2.7266 -5.3027 0.129 0.127 0.039 0.420
H 1.3330 -3.8872 -4.0244 0.008 0.634 -0.026 0.324
H 0.3220 -2.4310 -4.2126 0.361 0.036 0.125 -0.033
H 3.2778 -2.5347 -3.3800 -0.093 0.254 0.186 0.338
H 2.3680 -1.0152 -3.6401 0.110 -0.071 0.199 0.260
H 0.7690 -1.8196 0.2767 0.445 -0.748 -0.189 0.655
H 4.3808 -0.8360 0.5703 0.053 0.475 -0.288 0.462
H 5.6285 -0.6525 2.6735 0.073 -0.122 -0.051 0.385
H 4.6022 -1.5284 4.7623 0.239 -0.049 0.109 0.388
H 2.4130 -2.6860 4.6925 0.334 0.081 -0.478 0.390
H 1.1849 -2.8367 2.5492 0.303 0.521 0.008 0.341
```
Positions in Å, forces in eV/Å.

highest occupied orbital energy = -7.04 eV
lowest unoccupied orbital energy = 0.76 eV
SMILES string = CCOC(=O)[C@@H](c1ccccc1)C(c1ccc(N2CCCC2)cc1)c1ccc(N2CCCC2)cc1
Kohn-Sham gap = 7.80 eV

Molecular formula: C31H36N2O2
Method: DFT, ωB97M-V/def2-TZVPD

```
71
Properties=species:S:1:pos:R:3:forces:R:3:mulliken_charge:R:1
C -4.5913 0.7119 -1.8257 0.139 -0.012 -0.032 -1.701
C -4.2347 0.4096 -0.3694 -0.093 -0.222 -0.358 1.926
C -2.8793 1.0251 -0.0222 0.039 -0.127 -0.003 -1.969
C -5.3037 0.9386 0.5813 0.151 -0.496 -0.020 -1.860
O -4.1673 -1.0306 -0.1393 0.073 0.350 -0.451 -0.496
C -3.3727 -1.7636 -1.0456 1.635 -0.436 -1.282 0.025
C -2.1480 -2.2669 -0.4679 -1.279 1.197 1.051 -0.136
N -1.2999 -3.0057 -1.1046 1.808 -1.322 -0.161 -0.417
C -0.1356 -3.4388 -0.5625 -1.584 0.719 -0.492 -0.168
C 0.7535 -4.1921 -1.4141 -0.066 -0.274 -0.006 0.842
C 1.8716 -4.8810 -0.9218 -0.286 0.196 -0.058 -0.391
C 2.6304 -5.6634 -1.7601 0.201 -0.145 -0.153 -0.779
C 2.3133 -5.7784 -3.1004 0.323 -0.276 -0.266 -0.440
C 1.2202 -5.0985 -3.6055 -0.010 0.044 0.084 -0.554
C 0.4476 -4.3253 -2.7730 -0.007 0.152 -0.155 -0.567
C 0.2341 -3.0909 0.8073 0.137 0.154 -0.007 0.173
C 1.5049 -2.5631 1.0884 -0.568 0.017 -0.248 -0.550
C 1.8006 -2.0810 2.3390 0.040 0.194 0.335 -1.024
C 0.8511 -2.1202 3.3456 0.088 0.366 0.329 -0.505
C -0.3995 -2.6539 3.0955 -0.040 0.056 0.312 -0.678
C -0.7009 -3.1518 1.8539 0.290 -0.271 -0.367 -0.270
O -3.6250 -1.9067 -2.2352 -1.022 0.290 0.896 -0.656
H -5.5614 0.2905 -2.0832 -0.018 -0.027 0.029 0.394
H -4.6105 1.7851 -2.0079 -0.076 0.210 0.149 0.391
H -3.8548 0.2667 -2.4942 -0.124 0.089 0.039 0.386
H -2.5674 0.6973 0.9661 0.043 -0.098 0.190 0.399
H -2.1226 0.7201 -0.7408 0.121 -0.126 -0.098 0.426
H -2.9340 2.1105 -0.0243 -0.134 0.255 -0.057 0.640
H -5.0520 0.6525 1.5998 0.016 -0.010 0.159 0.385
H -5.3797 2.0210 0.5318 0.025 0.150 -0.108 0.342
H -6.2703 0.5012 0.3415 -0.062 -0.011 -0.052 0.462
H -1.9018 -1.9006 0.5086 -0.341 0.244 0.565 0.460
H 2.1151 -4.8284 0.1250 0.050 -0.044 0.200 0.457
H 3.4743 -6.2035 -1.3658 0.208 -0.137 0.109 0.376
H 2.9052 -6.4047 -3.7488 0.144 -0.087 -0.082 0.374
H 0.9687 -5.1685 -4.6500 -0.067 -0.082 -0.242 0.392
H -0.4220 -3.8129 -3.1475 -0.132 0.094 -0.040 0.518
H 2.2259 -2.4858 0.2920 0.177 -0.070 -0.186 0.818
H 2.7607 -1.6329 2.5265 0.377 0.034 0.126 0.491
H 1.0706 -1.7000 4.3131 0.102 0.021 0.243 0.477
H -1.1558 -2.6518 3.8666 -0.027 -0.103 0.162 0.410
H -1.6730 -3.5782 1.6662 -0.050 -0.052 -0.029 0.558
C -0.2782 4.0757 2.9793 -0.147 0.044 -0.001 -0.746
C 0.5990 2.8945 3.4339 0.031 0.535 -0.158 -0.855
C 0.7169 1.8236 2.3364 -0.072 -0.681 0.335 -0.333
N 1.1098 2.3938 1.0301 1.467 -1.817 -1.906 0.299
C 1.9326 1.6666 0.1949 -2.579 1.912 2.304 -0.272
C 2.6664 2.2081 -0.8724 0.663 0.814 -1.371 0.433
C 2.9042 3.5982 -0.9612 0.006 -0.426 0.166 -0.232
C 3.5518 4.1340 -2.0455 0.049 0.211 -0.066 -0.673
C 4.0364 3.3121 -3.0531 -0.154 -0.191 0.121 -0.390
C 3.8926 1.9352 -2.9451 0.245 0.066 -0.287 -0.669
C 3.2232 1.3807 -1.8795 -0.470 0.129 0.676 -0.547
C 0.2638 3.5331 0.5930 0.245 0.675 -0.258 -0.380
C 0.2333 4.6440 1.6460 0.165 -0.067 0.218 -0.643
H -1.3107 3.7323 2.8445 0.061 -0.051 -0.050 0.319
H -0.3369 4.8615 3.7473 0.236 -0.264 -0.200 0.381
H 1.5943 3.2715 3.6983 -0.019 -0.052 -0.163 0.361
H 0.2034 2.4582 4.3619 0.016 -0.138 -0.443 0.368
H 1.4685 1.0786 2.6164 -0.153 0.105 -0.091 0.459
H -0.2276 1.2838 2.2200 -0.085 0.127 -0.076 0.064
H 1.9591 0.6013 0.3447 0.299 -0.393 0.706 0.488
H 2.6251 4.2275 -0.1340 -0.077 0.187 0.054 0.596
H 3.6894 5.1995 -2.1105 0.093 0.188 0.034 0.410
H 4.5374 3.7439 -3.9071 0.060 -0.012 -0.031 0.406
H 4.3244 1.2997 -3.7023 -0.055 -0.124 -0.057 0.421
H 3.1100 0.3117 -1.8136 -0.090 -0.244 0.012 0.555
H 0.5923 3.8917 -0.3846 0.035 -0.119 0.279 0.710
H -0.7482 3.1537 0.4312 -0.004 -0.332 0.238 -0.204
H -0.3651 5.5024 1.3051 0.005 -0.460 -0.005 0.412
H 1.2479 5.0323 1.7875 0.028 -0.028 -0.006 0.300
```
Positions in Å, forces in eV/Å.

highest occupied orbital energy = -4.69 eV
lowest unoccupied orbital energy = -2.96 eV
Kohn-Sham gap = 1.73 eV

Results for energy above the lowest of the compared OMol25 structures with the same formula, charge and spin: 26.6 331.1 594.3 (in kJ/mol, following the order of the records).